# 1
Computed, not measured: C4H4BrFO in the gas phase, with wB97M-V/def2-TZVPD.

Summary:
SMILES = O=C(Br)[C@H]1C[C@@H]1F
Multiplicity = 1
HOMO = -0.3859 hartree
ΔE to the lowest compared entry with this formula, charge and spin = 0.00 kJ/mol
Total energy = -2903.88600 hartree
Orbital gap = 11.1 eV

Geometry as XYZ:
```
11
C4H4BrFO (wB97M-V/def2-TZVPD)
C 2.09 -0.19 0.53
C -0.19 -0.10 -0.54
C 1.07 0.65 0.01
C -0.28 0.52 0.75
O 2.03 -0.99 1.38
F -1.22 1.55 0.89
Br 3.84 0.13 -0.17
H -0.58 0.36 -1.43
H -0.07 -1.12 -0.72
H 1.35 1.57 -0.37
H -0.12 -0.21 1.65
```

# 2
Computed, not measured: 12 unconnected molecules or ions with the total composition C52H70Cl2F3N3O37P2S, with wB97M-V/def2-TZVPD.

Summary:
SMILES = CCOCCCCCc1c(S(=O)(=O)C(F)(F)F)cc(C[C@H](C)Cl)c2nc([PH2]=N)c(P(O)Cl)nc12.O=C1OCCO1.O=C1OCCO1.O=C1OCCO1.O=C1OCCO1.O=C1OCCO1.O=C1OCCO1.O=C1OCCO1.O=C1OCCO1.O=C1OCCO1.O=C1OCCO1.O=C1OCCO1
Multiplicity = 1
HOMO = -0.3137 hartree
Total energy = -7272.58570 hartree
Orbital gap = 7.6 eV

Geometry as XYZ:
```
170
C52H70Cl2F3N3O37P2S (wB97M-V/def2-TZVPD)
C 5.17 1.63 -0.66
C 6.14 0.69 -1.38
O 5.58 -0.60 -1.54
C 4.90 -0.73 -2.80
C 4.09 -2.01 -2.78
C 3.66 -2.36 -4.22
C 2.62 -1.38 -4.82
C 1.17 -1.94 -4.70
C 0.32 -1.13 -3.77
C -0.21 0.10 -4.08
S 0.01 1.00 -5.60
O -1.09 1.91 -5.70
O 1.29 1.65 -5.63
C -0.20 -0.09 -7.11
F 0.98 -0.55 -7.50
F -0.66 0.70 -8.06
F -1.06 -1.07 -6.92
C -1.00 0.80 -3.14
C -1.26 0.30 -1.89
C -2.08 1.06 -0.87
C -3.10 2.04 -1.43
C -3.99 1.50 -2.55
Cl -2.37 3.64 -1.85
C -0.72 -0.96 -1.53
N -0.94 -1.43 -0.27
C -0.36 -2.58 0.00
P -0.59 -3.17 1.72
N 0.73 -3.33 2.55
C 0.42 -3.31 -0.95
P 1.34 -4.91 -0.75
O 2.60 -4.43 0.15
Cl 0.16 -6.23 0.36
N 0.61 -2.86 -2.16
C 0.06 -1.66 -2.47
H 4.48 2.06 -1.37
H 4.59 1.03 0.05
H 5.68 2.41 -0.10
H 6.39 1.13 -2.35
H 7.08 0.57 -0.85
H 4.24 0.14 -2.91
H 5.61 -0.72 -3.63
H 3.20 -1.92 -2.16
H 4.74 -2.81 -2.43
H 3.28 -3.38 -4.28
H 4.55 -2.30 -4.85
H 2.68 -0.40 -4.36
H 2.88 -1.28 -5.88
H 1.27 -2.96 -4.36
H 0.74 -2.00 -5.70
H -1.40 1.76 -3.44
H -1.39 1.62 -0.24
H -2.62 0.36 -0.25
H -3.77 2.28 -0.60
H -3.62 1.86 -3.50
H -3.95 0.42 -2.58
H -5.01 1.85 -2.45
H -1.39 -4.32 1.63
H -1.41 -2.22 2.36
H 1.56 -3.12 2.00
H 3.31 -5.08 0.07
C -4.36 7.45 -0.43
C -2.88 7.69 -0.18
O -2.65 6.93 1.01
C -3.60 5.97 1.09
O -3.57 5.07 1.87
O -4.56 6.16 0.16
H -4.62 7.43 -1.48
H -4.99 8.17 0.09
H -2.25 7.29 -0.98
H -2.64 8.74 -0.03
C -9.24 -0.20 -1.82
C -8.55 0.66 -2.86
O -7.30 0.95 -2.23
C -7.05 -0.03 -1.32
O -6.01 -0.17 -0.76
O -8.13 -0.82 -1.15
H -9.89 -0.95 -2.26
H -9.81 0.39 -1.10
H -8.36 0.12 -3.79
H -9.10 1.57 -3.08
C -4.97 -6.21 3.44
C -4.39 -4.83 3.68
O -3.74 -4.56 2.44
C -4.33 -5.31 1.48
O -4.13 -5.19 0.32
O -5.17 -6.22 2.03
H -5.91 -6.38 3.97
H -4.27 -7.01 3.70
H -5.16 -4.08 3.85
H -3.68 -4.80 4.50
C -2.49 5.29 5.81
C -2.28 6.12 4.57
O -2.54 7.46 5.04
C -2.33 7.47 6.38
O -2.29 8.46 7.04
O -2.16 6.22 6.86
H -1.86 4.42 5.86
H -3.53 4.99 5.93
H -1.25 6.07 4.20
H -2.95 5.86 3.76
C -4.84 -7.29 -2.76
C -5.89 -7.02 -1.71
O -7.01 -6.59 -2.50
C -6.86 -7.10 -3.75
O -7.70 -7.07 -4.59
O -5.63 -7.65 -3.90
H -4.17 -8.10 -2.49
H -4.25 -6.40 -3.00
H -6.17 -7.92 -1.16
H -5.60 -6.25 -1.01
C 7.06 -4.77 1.28
C 7.82 -4.22 0.11
O 7.47 -5.13 -0.94
C 6.29 -5.70 -0.63
O 5.64 -6.37 -1.37
O 5.93 -5.40 0.65
H 6.72 -4.00 1.97
H 7.62 -5.52 1.83
H 7.50 -3.22 -0.18
H 8.90 -4.21 0.27
C 9.84 -1.98 -4.32
C 8.97 -2.61 -5.38
O 7.74 -1.91 -5.24
C 8.00 -0.72 -4.66
O 7.21 0.16 -4.55
O 9.28 -0.66 -4.22
H 10.89 -1.93 -4.59
H 9.74 -2.47 -3.35
H 9.36 -2.44 -6.39
H 8.83 -3.68 -5.24
C 9.50 -7.21 5.59
C 8.04 -7.27 5.20
O 8.05 -6.71 3.89
C 9.29 -6.86 3.37
O 9.58 -6.64 2.24
O 10.15 -7.29 4.32
H 9.81 -8.03 6.23
H 9.77 -6.26 6.07
H 7.66 -8.30 5.14
H 7.39 -6.70 5.87
C 0.51 8.99 3.38
C -0.96 9.02 3.03
O -0.94 9.56 1.69
C 0.28 9.30 1.16
O 0.56 9.46 0.02
O 1.13 8.83 2.10
H 0.76 8.16 4.05
H 0.85 9.92 3.83
H -1.41 8.03 2.99
H -1.55 9.65 3.69
C 5.17 10.21 6.05
C 4.33 9.46 5.04
O 3.01 9.94 5.33
C 3.13 11.15 5.93
O 2.22 11.89 6.15
O 4.42 11.41 6.25
H 6.17 10.44 5.68
H 5.25 9.68 7.00
H 4.57 9.72 4.01
H 4.38 8.38 5.16
C -11.02 -2.90 2.08
C -10.31 -1.79 2.83
O -10.33 -0.72 1.88
C -11.36 -0.94 1.02
O -11.74 -0.15 0.22
O -11.89 -2.17 1.21
H -11.59 -3.55 2.73
H -10.34 -3.50 1.48
H -10.85 -1.47 3.72
H -9.29 -2.04 3.10
```

# 3
Computed, not measured: C2H3N5O in the gas phase, with wB97M-V/def2-TZVPD.

Summary:
SMILES = [H]/N=c1\onnn1/C=N/[H]
Multiplicity = 1
HOMO = -0.3694 hartree
ΔE to the lowest compared entry with this formula, charge and spin = 407.70 kJ/mol
Total energy = -426.90234 hartree
Orbital gap = 10.6 eV

Geometry as XYZ:
```
11
C2H3N5O (wB97M-V/def2-TZVPD)
C -0.78 0.24 1.18
C 0.93 -0.36 -0.71
H -1.68 1.03 2.61
H 0.07 -0.04 1.73
H 2.78 -0.80 -0.42
N -1.79 0.85 1.62
N -0.41 -0.04 -0.24
N -1.17 0.07 -1.39
N -0.55 -0.02 -2.40
N 1.75 -0.88 0.12
O 0.86 -0.05 -2.09
```